1.
Computed, not measured: a 2-piece molecular cluster, C26H30BrFN2OS overall at a distorted geometry, with wB97M-V/def2-TZVPD.

Computed properties:
Strongest force on any atom   0.1021 Eh/bohr
E_HOMO   -8.071 eV
Structure (SMILES)   Cc1ccc(CN2c3ccccc3Sc3c(Br)cc(CCF)cc32)cc1.COC[C@@H](C)N

Each line ends with the Löwdin charge.
Positions of all 62 atoms, in Å:
C (-2.8082, -2.9181, 5.5052)  -0.1101
C (-2.5073, -2.1612, 4.1325)  -0.2255
C (-2.1167, -2.8382, 2.7941)  -0.0264
C (-1.7932, -2.0476, 1.4729)  -0.0209
C (-1.8892, -0.5062, 1.4887)  -0.1372
C (-1.5630, 0.4780, 0.2783)  -0.1705
N (-1.6919, -0.1262, -1.0903)  -0.1015
C (-3.0861, -0.4902, -1.4196)  -0.1762
C (-3.5113, -2.0047, -1.4426)  0.0009
C (-4.9562, -2.4277, -1.8119)  -0.0699
C (-6.1043, -1.4034, -2.1427)  -0.0590
C (-5.6852, 0.1046, -2.1244)  -0.0737
C (-4.2240, 0.5205, -1.7815)  -0.3749
S (-3.7024, 2.3170, -1.8102)  0.8410
C (-1.9630, 2.1794, -2.4865)  -0.4101
C (-1.4074, 3.2836, -3.4472)  -0.6015
Br (-2.5634, 4.8063, -3.9347)  0.6268
C (0.0688, 3.0994, -3.9365)  -0.0427
C (0.9402, 1.8727, -3.4775)  -0.1433
C (2.4738, 1.8304, -4.0321)  -0.1349
C (3.2530, 0.5453, -3.4296)  -0.1922
F (4.6331, 0.4683, -3.8303)  -0.1052
C (0.3296, 0.7869, -2.5377)  0.0556
C (-1.1580, 0.9348, -2.0263)  -0.1639
C (-2.3112, 0.1644, 2.8394)  -0.0293
C (-2.6243, -0.6097, 4.1379)  -0.0375
H (-3.7967, -3.5178, 5.4672)  0.0847
H (-1.9398, -3.5730, 5.8773)  0.0806
H (-2.9774, -2.1342, 6.3395)  0.0742
H (-2.0705, -3.9869, 2.8037)  0.0940
H (-1.4801, -2.5992, 0.5296)  0.0756
H (-0.4528, 0.7929, 0.3830)  0.1289
H (-2.1637, 1.4583, 0.3662)  0.1098
H (-2.7291, -2.8040, -1.1969)  0.0839
H (-5.2564, -3.5299, -1.8604)  0.0833
H (-7.1572, -1.7580, -2.4150)  0.0895
H (-6.5158, 0.8526, -2.3759)  0.0927
H (0.4806, 3.9263, -4.6165)  0.1020
H (2.4713, 1.8118, -5.1715)  0.1210
H (2.9753, 2.7777, -3.5973)  0.1258
H (2.7006, -0.3704, -3.8642)  0.1252
H (3.1863, 0.4785, -2.2867)  0.1048
H (0.9440, -0.1171, -2.1741)  0.1021
H (-2.3895, 1.3020, 2.8699)  0.0924
H (-2.8950, -0.0235, 5.0740)  0.0907
C (4.6405, 1.6531, 0.5299)  -0.0742
C (3.7364, 1.1741, 1.6539)  -0.4338
C (4.3994, 0.1665, 2.6155)  -0.1995
O (4.5394, -1.1498, 2.0894)  -0.1909
C (5.6371, -1.3170, 1.2066)  -0.1056
N (2.5174, 0.6328, 1.0545)  0.0411
H (4.7378, 0.9180, -0.2703)  0.0525
H (4.2258, 2.5593, 0.0790)  0.0780
H (5.6420, 1.8950, 0.8985)  0.0806
H (3.4670, 2.0544, 2.2480)  0.1363
H (3.7522, 0.0629, 3.4922)  0.1216
H (5.3634, 0.5377, 2.9854)  0.1189
H (6.4994, -0.7124, 1.5019)  0.0910
H (5.3357, -1.0811, 0.1842)  0.0723
H (5.9281, -2.3699, 1.2267)  0.0882
H (1.8598, 0.4124, 1.8018)  0.0737
H (2.7520, -0.2805, 0.6635)  0.0708


2.
Computed, not measured: C15H21N3O3 in the gas phase at a distorted geometry, with wB97M-V/def2-TZVPD.

Computed properties:
Strongest force on any atom   0.0260 Eh/bohr
Energy relative to the best compared isomer or geometry (same formula, charge and spin)   493.79 kJ/mol
E_HOMO   -7.908 eV
Structure (SMILES)   O=[N+]([O-])c1ccc(N2CCOCC2)cc1N1CCCCC1

Each line ends with the Löwdin charge.
Positions of all 42 atoms, in Å:
O (-2.8107, -2.0682, 1.3838)  0.0476
N (-2.1439, -2.6754, 0.5537)  -0.3657
O (-2.3836, -3.8266, 0.2164)  0.0552
C (-0.9979, -2.0464, 0.0207)  -0.1159
C (0.0685, -2.8878, -0.3201)  0.0033
C (1.3149, -2.3970, -0.5813)  -0.0222
C (1.5607, -1.0085, -0.5003)  -0.2137
C (0.4812, -0.1687, -0.2471)  0.0460
C (-0.8239, -0.6409, -0.0324)  -0.1438
N (-1.8631, 0.2295, 0.0628)  -0.0705
C (-1.6488, 1.6213, 0.4005)  -0.1681
H (-0.8590, 1.6799, 1.1546)  0.1264
C (-2.9360, 2.2076, 0.9709)  -0.1702
C (-4.0292, 2.2436, -0.1007)  -0.1932
C (-3.8408, 1.0771, -1.0754)  -0.1680
C (-3.2020, -0.1137, -0.3674)  -0.1646
H (-3.8238, -0.4211, 0.4838)  0.1176
H (-3.1408, -0.9611, -1.0577)  0.1340
H (-4.7991, 0.7699, -1.4937)  0.1131
H (-3.1990, 1.3773, -1.9063)  0.1142
H (-5.0066, 2.1800, 0.3780)  0.1082
H (-3.9910, 3.1864, -0.6488)  0.1066
H (-3.2508, 1.5853, 1.8092)  0.1189
H (-2.7406, 3.2101, 1.3527)  0.1118
H (-1.3360, 2.2071, -0.4768)  0.1295
H (0.6312, 0.8962, -0.2416)  0.0840
N (2.8238, -0.5298, -0.7776)  -0.0911
C (3.1057, 0.8877, -0.8747)  -0.1337
H (2.2538, 1.4247, -1.2870)  0.1185
C (3.5192, 1.4503, 0.4910)  -0.1843
H (3.8065, 2.5002, 0.4157)  0.1271
O (4.6529, 0.7661, 0.9770)  -0.1299
C (4.4113, -0.6194, 1.0734)  -0.1808
H (5.3417, -1.0649, 1.4284)  0.1271
C (4.0002, -1.2188, -0.2811)  -0.1276
H (3.8129, -2.2824, -0.1590)  0.1103
H (4.8120, -1.0785, -1.0023)  0.1309
H (3.6116, -0.8115, 1.8066)  0.1323
H (2.6859, 1.3480, 1.2035)  0.1252
H (3.9492, 1.0017, -1.5650)  0.1313
H (2.1027, -3.0785, -0.8547)  0.1033
H (-0.1191, -3.9507, -0.3315)  0.1205


3.
Computed, not measured: C7H12O in the gas phase at a distorted geometry, with wB97M-V/def2-TZVPD.

Computed properties:
Strongest force on any atom   0.2378 Eh/bohr
Energy relative to the best compared isomer or geometry (same formula, charge and spin)   26.77 kJ/mol
Expectation value of S²   2.0061
E_HOMO (alpha / beta)   -5.445 / -9.740 eV
Spin multiplicity   3

Each line ends with the Löwdin charge.
Positions of all 20 atoms, in Å:
C (-1.9358, 0.2218, 0.4716)  0.0491
C (-0.8632, 0.3166, -0.3064)  -0.2066
C (0.6973, -1.6368, 0.4680)  -0.0825
C (-0.4422, -2.2867, -0.3391)  -0.0655
C (0.0497, -0.9162, -0.6877)  -0.4826
C (1.0544, 1.7718, 0.6296)  -0.1174
C (-0.0720, 1.6328, -0.4324)  -0.2092
O (0.7667, -0.8642, -1.9011)  0.0097
H (-2.4678, 1.0074, 0.9607)  0.0647
H (-2.5333, -0.5879, 0.6721)  0.0348
H (0.2668, -1.2512, 1.3569)  0.0805
H (1.7355, -1.9844, 0.5556)  0.1170
H (0.1348, -3.0826, -0.9420)  0.1353
H (-1.3891, -2.5710, 0.1467)  0.1033
H (0.6108, 2.0554, 1.5127)  0.0205
H (1.7853, 0.9762, 0.7210)  0.0587
H (1.6538, 2.8318, 0.4186)  0.1311
H (0.4058, 1.9214, -1.4636)  0.1271
H (-0.7769, 2.5052, -0.0505)  0.1336
H (1.3194, -0.0593, -1.7908)  0.0984